(1)
The following is a quantum chemistry calculation of a 2-piece molecular cluster, C31H54N3O4S overall at a distorted geometry, from OMol25.

Geometry as XYZ:
```
93
Properties=species:S:1:pos:R:3:forces:R:3:lowdin_charge:R:1
C -3.630263 7.111366 0.030792 -0.25 -0.06 -0.17 -0.113
C -4.641058 6.638321 -1.009111 0.03 -0.04 0.24 -0.269
C -4.415171 5.178220 -1.417452 -0.12 0.47 -0.14 -0.226
C -3.503803 5.058465 -2.636179 -0.22 -0.19 0.20 -0.213
C -2.944325 3.645549 -2.845829 -0.13 0.23 -0.44 -0.203
C -1.525460 3.622143 -3.441181 -0.13 -0.31 0.31 -0.201
C -0.480710 3.180052 -2.417570 -0.20 -0.32 0.02 -0.192
C -0.572417 1.659587 -2.145217 -0.16 0.19 -0.38 -0.192
C 0.578004 0.860283 -2.778702 -0.02 0.49 0.38 -0.173
C 1.761050 0.602904 -1.839392 -0.02 -0.41 -0.42 -0.113
C 1.627412 -0.541874 -0.817747 -0.16 0.33 0.15 -0.161
C 0.514481 -1.552691 -1.069479 0.25 0.80 0.04 -0.284
O -0.752290 -1.043979 -0.836779 -0.24 -0.24 -0.08 0.061
N 0.784449 -2.486799 0.061177 0.32 -0.37 0.20 -0.006
C -0.075304 -3.699588 0.305553 0.24 -0.28 -0.13 -0.073
C -0.857090 -4.223748 -0.906555 -0.37 -0.04 0.75 -0.171
C -2.342605 -3.888043 -0.763212 -0.07 -0.03 -0.69 -0.208
S -3.008105 -4.792501 0.619886 0.56 0.10 0.65 0.589
O -3.132268 -3.884012 1.725276 -0.18 -0.04 -0.13 -0.275
O -2.235474 -5.978790 0.821695 -0.05 -0.04 -0.21 -0.256
O -4.437275 -5.167420 0.081233 -0.13 0.08 0.02 -0.128
C 0.967996 -1.572562 1.254696 -0.18 -0.06 0.55 -0.024
C 1.534453 -0.220176 0.730386 0.62 -1.14 -0.25 -0.264
C 3.012492 -0.088789 1.240602 -0.25 1.13 0.02 -0.108
C 3.293254 0.796905 2.467240 -0.13 -0.50 -0.02 -0.180
C 2.460016 0.570790 3.728315 0.60 0.29 0.86 -0.384
C 3.079304 1.444651 4.861166 0.06 0.06 -0.45 -0.053
C 2.413729 -0.905512 4.156957 -0.54 0.12 -0.21 -0.056
C 0.659841 0.980952 1.015594 -0.28 0.52 0.26 -0.167
C -0.666540 0.899206 1.466855 0.56 0.74 -0.12 -0.016
C -1.395509 2.077817 1.660768 0.28 -0.45 -0.11 -0.116
N -0.924334 3.302532 1.436712 0.12 -0.25 -0.04 0.084
C 0.334147 3.378960 1.014049 0.34 -0.46 -0.04 -0.127
C 1.163703 2.273247 0.796937 -0.83 -0.09 0.28 -0.027
H -2.615031 7.034066 -0.351694 0.17 0.03 0.04 0.066
H -3.714850 6.497794 0.925321 0.11 -0.07 0.11 0.070
H -3.824622 8.139578 0.322169 0.10 0.17 0.00 0.068
H -5.641180 6.762745 -0.597081 -0.12 -0.02 0.03 0.101
H -4.596073 7.277557 -1.890540 -0.01 0.06 -0.13 0.104
H -5.384135 4.737189 -1.645775 -0.03 -0.28 -0.01 0.110
H -3.989923 4.637161 -0.572544 0.03 -0.13 0.11 0.100
H -2.702448 5.795848 -2.575416 0.18 -0.01 0.15 0.107
H -4.104617 5.337287 -3.501079 0.12 0.14 -0.21 0.115
H -3.615239 3.122032 -3.525949 -0.13 -0.14 0.05 0.108
H -2.987796 3.103965 -1.900883 0.16 -0.09 0.12 0.099
H -1.491995 2.906886 -4.263236 0.08 0.07 -0.25 0.107
H -1.291051 4.604870 -3.841162 0.10 0.09 -0.11 0.107
H -0.648354 3.699219 -1.476137 0.11 0.29 -0.02 0.092
H 0.513232 3.420619 -2.791351 0.21 0.13 0.15 0.109
H -1.508124 1.308291 -2.584215 -0.16 -0.04 0.06 0.107
H -0.650888 1.482123 -1.078467 0.07 -0.14 0.02 0.075
H 0.225904 -0.058855 -3.247081 0.01 -0.20 0.03 0.102
H 0.972859 1.460573 -3.596559 0.00 -0.04 -0.21 0.116
H 2.029068 1.534358 -1.355358 -0.01 0.09 0.13 0.102
H 2.612636 0.350628 -2.469841 0.12 0.00 -0.03 0.121
H 2.537131 -1.137830 -0.931292 0.17 -0.02 0.11 0.147
H 0.646354 -2.016582 -2.041599 -0.18 -0.38 -0.01 0.169
H -1.308277 -1.114939 -1.617587 0.01 0.10 -0.11 0.127
H 1.721538 -2.856243 -0.089800 0.02 -0.04 -0.30 0.185
H -0.719125 -3.494712 1.153254 -0.20 0.23 -0.03 0.116
H 0.605185 -4.478966 0.638328 0.19 0.02 0.05 0.131
H -0.782009 -5.305860 -0.861130 0.10 -0.13 -0.16 0.107
H -0.451976 -3.932509 -1.869339 0.01 0.26 -0.07 0.117
H -2.904567 -4.134358 -1.661350 -0.05 -0.23 0.01 0.117
H -2.529237 -2.843982 -0.537271 0.01 0.12 0.10 0.097
H -5.006976 -5.288096 0.859343 -0.23 -0.02 -0.08 0.117
H 0.040817 -1.503318 1.809020 -0.33 0.04 -0.33 0.121
H 1.625678 -2.115297 1.924253 0.30 0.17 -0.02 0.121
H 3.594763 0.335733 0.421062 0.13 0.00 -0.06 0.121
H 3.438685 -1.069929 1.432125 -0.15 -0.30 -0.15 0.114
H 3.262824 1.846131 2.195526 -0.09 0.16 0.01 0.101
H 4.329141 0.604679 2.751489 0.16 -0.04 -0.06 0.126
H 1.446928 0.943265 3.609399 -0.19 -0.12 -0.33 0.117
H 3.478274 0.840520 5.668430 -0.04 -0.07 0.17 0.071
H 2.361317 2.153305 5.261408 -0.13 -0.04 0.18 0.078
H 3.909435 2.040175 4.484791 0.08 0.07 -0.06 0.072
H 2.455525 -1.005841 5.234729 0.10 -0.02 0.17 0.076
H 3.218088 -1.498186 3.725072 0.18 -0.03 0.03 0.082
H 1.463400 -1.355388 3.867859 0.02 -0.15 -0.04 0.061
H -1.148448 -0.042633 1.656586 -0.16 -0.08 0.02 0.100
H -2.416098 2.004659 2.008618 -0.13 0.07 0.05 0.110
H 0.728205 4.368139 0.828486 -0.02 0.15 0.01 0.115
H 2.172579 2.445577 0.463037 0.12 0.00 -0.01 0.111
N 4.030854 -6.499849 -1.162630 -0.03 0.02 0.11 0.003
C 4.523578 -6.987560 0.016767 0.01 0.04 -0.03 -0.130
C 3.461488 -7.330526 0.809436 0.00 0.02 0.02 -0.101
C 2.277199 -7.045753 0.076150 -0.07 0.12 0.10 -0.121
C 2.662813 -6.533973 -1.134883 -0.01 0.21 -0.14 -0.162
H 4.588204 -6.173907 -1.930307 0.02 -0.07 -0.04 0.145
H 5.583823 -7.052773 0.189511 0.00 -0.02 0.01 0.112
H 3.524485 -7.747696 1.799843 0.00 -0.02 0.00 0.096
H 1.260665 -7.205732 0.399484 0.00 -0.07 -0.01 0.091
H 2.086036 -6.199144 -1.981423 -0.02 -0.10 -0.03 0.099
```
Positions in Å, forces in eV/Å.

Properties
F_max	0.026	Eh/bohr
charge	+1
calculated total energy	-2076.76496	Ha

---

(2)
The following is a quantum chemistry calculation of an isolated ion of composition C8H9N4O2S and charge +1 at a distorted geometry, from OMol25.

Geometry as XYZ:
```
24
Properties=species:S:1:pos:R:3:forces:R:3:nbo_charge:R:1
C 3.350786 1.086284 0.206610 0.06 -0.75 -0.26 -0.144
C 2.448255 1.279133 -0.842371 -0.53 -0.52 2.68 -0.196
C 3.026976 0.205725 1.274496 3.47 2.61 0.92 -0.198
C 1.195827 0.683091 -0.723213 0.52 -1.31 0.36 -0.162
C 1.822009 -0.350576 1.406648 -1.81 0.18 -4.35 -0.193
C 0.935117 -0.245702 0.303202 1.33 3.29 -0.76 0.080
C -1.765306 -2.584702 0.145415 -2.41 -0.36 0.15 -0.098
C -0.455680 -2.297251 0.420822 1.31 0.88 1.06 -0.011
N -2.374886 -1.415823 -0.206285 -0.08 -1.46 0.41 -0.189
N -1.521309 -0.484599 -0.105139 -0.01 2.13 -1.64 -0.124
N -3.544452 1.301107 -0.459016 -0.97 -0.37 0.09 -1.049
N -0.298476 -0.900869 0.220815 -1.31 -4.65 0.96 -0.124
O -2.103920 0.704689 -2.479238 -0.51 -0.36 -0.11 -0.784
O -1.180423 1.998519 -0.530834 -1.81 0.17 -1.02 -0.850
S -2.138861 1.125130 -1.143979 2.29 0.47 2.89 2.418
H 4.332599 1.589415 0.190879 -0.67 -0.36 0.08 0.238
H 2.602710 2.045778 -1.527934 0.38 0.89 -1.41 0.233
H 3.790603 0.207386 2.108408 -1.10 -0.46 -0.97 0.243
H 0.405586 0.902447 -1.406794 0.28 -0.12 -0.60 0.216
H 1.506149 -0.998704 2.088880 -0.70 -2.36 3.49 0.214
H -2.506178 -3.460765 0.238475 2.09 1.18 -0.18 0.280
H 0.352989 -2.908905 0.917816 -1.00 0.91 -1.10 0.276
H -3.557473 1.896896 0.359687 0.36 0.09 0.01 0.455
H -4.322646 0.622307 -0.457351 0.85 0.27 -0.70 0.470
```
Positions in Å, forces in eV/Å.

Properties
energy relative to the best compared isomer or geometry (same formula, charge and spin)	0.00	kcal per mole
F_max	0.096	Eh/bohr
charge	+1
calculated total energy	-1077.57355	Ha
structure (SMILES)	NS(=O)(=O)n1ncc[n+]1-c1ccccc1

---

For reference, frontier orbital gap by record: 8.1 8.6 eV.